FHNO2S | ωB97M-V with the def2-TZVPD basis set

orbital gap (spin up / spin down)	7.541 / 7.818	eV
HOMO level (spin up / spin down)	-4.01 / -3.81	eV
lowest unoccupied orbital energy (spin up / spin down)	3.535 / 4.006	eV
calculated total energy	-19149.7255	eV
net charge	-1

Positions of all 6 atoms, in Å:
1 N -0.475561 0.609433 -0.399484
2 O 0.436079 -1.789266 0.004178
3 O 1.955363 0.117856 -0.366280
4 F -0.606872 1.791674 0.293612
5 S 0.822555 -0.434731 0.420718
6 H -2.131566 -0.294966 0.047258

Cartesian forces, eV/Å:
N -2.0319 -1.3351 -0.5966
O -0.2908 0.0647 -0.2906
O -0.3627 -0.0841 0.1651
F 0.2571 0.2344 0.4427
S 0.8317 0.3042 0.6190
H 1.5966 0.8159 -0.3396

Which charges does natural (NBO) predict for the atoms? In e, they are:
1. N -0.2116
2. O -1.0232
3. O -1.0178
4. F -0.2926
5. S 1.5206
6. H 0.0247


FHNO3P | ωB97M-V with the def2-TZVPD basis set

orbital gap	7.267	eV
HOMO level	0.52	eV
lowest unoccupied orbital energy	7.792	eV
calculated total energy	-19654.0332	eV
net charge	-2

Positions of all 7 atoms, in Å:
1 N -0.319462 -0.791437 -1.000701
2 O -0.938084 1.809141 0.149839
3 O 1.391246 1.155862 0.781533
4 O -0.661905 -0.303375 1.549432
5 F 0.815213 -1.113891 -1.878290
6 P -0.020516 0.682744 0.560757
7 H -0.266493 -1.439044 -0.162569

Cartesian forces, eV/Å:
N -0.3356 0.9754 2.2748
O -0.2425 -0.0103 -0.4936
O 0.5820 -0.9784 -0.2724
O 0.7578 0.1317 -0.2884
F 0.4149 -0.3173 0.2208
P -1.6698 0.0778 0.0821
H 0.4932 0.1209 -1.5232

These are the natural (NBO) partial charges, in e, on atoms 1 to 6:
1. N -0.5944
2. O -1.2460
3. O -1.2239
4. O -1.2569
5. F -0.3966
6. P 2.3987


FHNOS | ωB97M-V with the def2-TZVPD basis set

orbital gap (spin up / spin down)	7.587 / 7.587	eV
HOMO level (spin up / spin down)	-3.16 / -3.16	eV
lowest unoccupied orbital energy (spin up / spin down)	4.426 / 4.426	eV
calculated total energy	-17103.0583	eV
net charge	-1

Positions of all 5 atoms, in Å:
1 N 0.608398 0.436394 1.146656
2 O -1.277222 -1.262481 -0.760224
3 F 1.935003 0.007501 0.817171
4 S -0.181820 -0.186501 -0.481815
5 H -1.084359 1.005087 -0.721789

Cartesian forces, eV/Å:
N -2.7595 -0.9853 -2.6016
O 1.5750 1.0035 1.2174
F 1.1491 -0.3345 0.1288
S -1.5423 1.7292 0.4783
H 1.5777 -1.4130 0.7771

Which charges does natural (NBO) predict for the atoms? In e, they are:
1. N -0.4786
2. O -1.0247
3. F -0.3730
4. S 0.9023
5. H -0.0260


FNO2S2V | ωB97M-V with the def2-TZVPD basis set

orbital gap (spin up / spin down)	6.858 / 6.771	eV
HOMO level (spin up / spin down)	-8.83 / -8.86	eV
lowest unoccupied orbital energy (spin up / spin down)	-1.976 / -2.091	eV
<S²>	3.769
spin multiplicity	4
calculated total energy	-55657.0773	eV

Positions of all 7 atoms, in Å:
1 V 0.936139 -1.709424 -0.021887
2 F 2.437337 0.408451 0.854604
3 N -0.095812 1.223896 -0.375343
4 S 1.322041 0.642469 -0.732748
5 S -1.305416 0.247100 0.443972
6 O -0.804062 -1.235779 0.290311
7 O -2.490225 0.423288 -0.458910

Cartesian forces, eV/Å:
V 1.0833 1.2354 0.0189
F -0.7867 -0.6519 -0.8609
N 0.9252 -0.7342 0.0715
S -0.9606 -0.4587 1.0700
S -2.4206 1.9945 -1.7103
O 0.1554 -0.8761 -0.1982
O 2.0040 -0.5090 1.6089

These are the natural (NBO) partial charges, in e, on atoms 1 to 6:
1. V 1.3006
2. F -0.6675
3. N -0.9479
4. S 0.6739
5. S 1.6204
6. O -1.0584